45
Properties=species:S:1:pos:R:3:forces:R:3 method="wB97M-V/def2-TZVPD" homo_energy_ev=-5.518 homo_lumo_gap_ev=6.243 e_lumo_ev=0.72 charge=-1 multiplicity=1
Y -1.1673 -1.9717 0.5065 0.624 -1.519 -0.673
C 0.2137 0.2113 0.2795 2.442 -2.231 -2.507
O -0.5953 -0.2617 -0.6895 1.257 1.065 2.591
O 0.1897 -0.5087 1.3845 -0.648 2.824 -1.373
O 1.1727 1.0043 -0.0995 -3.036 -1.156 2.138
C 0.1207 -3.6137 -1.0385 9.569 -3.355 -2.204
O 0.5847 -3.1197 0.1085 0.191 -0.244 1.556
O 0.9207 -4.2827 -1.8325 -2.873 1.660 2.657
O -0.9713 -3.2017 -1.3185 -7.380 1.631 -1.814
O -2.5953 -1.0167 2.1375 0.533 0.515 0.515
H -3.3203 -1.6327 2.1275 -1.052 0.410 0.410
H -2.8733 -0.0747 2.1825 0.035 -0.974 0.034
O 2.1357 2.7103 1.6355 0.109 0.886 1.260
H 2.5157 3.1963 0.9165 0.398 0.415 -0.497
H 1.7987 1.9273 1.2155 -0.192 -0.722 -0.319
O -0.5563 1.5583 -3.9255 -0.058 0.914 -0.726
H 0.0717 2.2753 -4.0585 -0.125 0.214 -0.326
H -0.1733 1.1993 -3.1345 0.059 -1.005 0.473
O -0.0473 -1.6117 4.2865 -0.822 -1.993 1.089
H 0.1907 -0.7887 3.9145 0.455 1.539 -0.848
H -0.1603 -2.2627 3.5885 0.430 0.279 0.039
O 1.5847 0.2413 -2.5985 0.001 0.428 0.534
H 1.8667 -0.6737 -2.5115 -0.144 -0.062 -0.067
H 1.4107 0.5563 -1.6735 0.437 -0.619 -1.218
O 2.4937 -0.5527 2.4305 1.744 0.551 0.266
H 1.6037 -0.5467 2.0505 0.844 0.112 -0.203
H 3.1697 -0.1707 1.8005 -1.485 -0.908 0.790
O 0.2767 3.1123 -1.4345 0.050 1.026 -1.386
H 0.7057 2.3323 -1.0935 0.725 -0.483 0.594
H 0.6917 3.8823 -1.0765 0.466 0.525 0.452
O -1.7763 -0.7597 -2.8935 -1.701 0.990 -0.385
H -1.3943 -0.5247 -2.0415 0.658 -0.326 -0.646
H -1.6623 -1.6757 -3.0985 0.569 -0.910 0.320
O -1.8303 1.9803 -0.8525 -0.839 0.117 0.671
H -1.3903 1.1383 -0.6725 -0.631 0.542 -0.508
H -1.0893 2.5873 -1.0805 -0.836 -0.165 0.015
O -3.1783 -1.3027 -0.4515 -0.589 0.512 -1.024
H -4.0973 -1.5057 -0.3495 -0.852 -0.332 0.337
H -3.1733 -0.8807 -1.3435 0.790 -0.182 -0.133
O -0.4603 1.0943 3.4515 -1.193 -0.560 2.541
H -0.3213 1.9983 3.6755 0.367 0.993 0.082
H -0.2873 0.9793 2.5565 0.749 -0.183 -2.400
O 3.4877 -0.2197 -0.1825 -0.166 -0.299 -0.469
H 3.3117 -1.0227 -0.7075 0.228 0.393 0.512
H 2.6027 0.1983 -0.0885 0.892 -0.314 -0.154